The following is a quantum chemistry calculation of a 8-piece molecular cluster, C48H104N8O11 overall, from the Open Molecules 2025 dataset.

Frontier orbital gap (Eh): 0.299
Relative energy (zero: lowest compared OMol25 entry of this formula, charge and spin) (kJ/mol): 0.0
E_LUMO (eV): -0.1

Positions of all 171 atoms, in Å:
1 O 16.81919 -14.91129 3.89203
2 O 17.35504 -14.57172 9.34652
3 O 15.28109 -16.09244 4.83708
4 O 16.07991 -11.90617 7.98999
5 O 12.68558 -11.79545 11.94711
6 O 16.09111 -19.27921 12.25457
7 O 20.44917 -12.15959 13.94070
8 O 19.56839 -16.52671 8.25169
9 O 14.28901 -16.52625 7.41774
10 O 16.33143 -20.19083 10.36699
11 O 15.70839 -13.67994 10.30029
12 N 16.56230 -10.74419 8.74810
13 N 16.23916 -15.35149 4.83592
14 N 20.36244 -16.52557 9.44518
15 N 15.70505 -20.00823 11.43830
16 N 11.99614 -11.61737 13.14146
17 N 19.13829 -11.88862 13.33838
18 N 13.07345 -16.30426 8.09913
19 N 16.34245 -14.67453 9.98562
20 C 20.82651 -19.06751 9.05420
21 C 16.73480 -12.31861 13.52959
22 C 19.85289 -9.89214 12.27859
23 C 14.27349 -10.45453 9.50797
24 C 12.37304 -15.10341 7.40907
25 C 21.40886 -14.45452 8.71451
26 C 15.94257 -8.54532 9.57740
27 C 11.57341 -10.16201 13.26953
28 C 18.44901 -14.17734 13.68792
29 C 11.04298 -12.80943 13.39583
30 C 12.80941 -9.29255 13.58188
31 C 15.41171 -9.79506 8.78049
32 C 18.35359 -9.12577 9.02297
33 C 11.09024 -14.80361 8.21683
34 C 10.29759 -13.18632 12.09000
35 C 21.66323 -15.89228 9.13291
36 C 13.16266 -18.39334 9.27204
37 C 10.19217 -16.01693 8.38643
38 C 17.33726 -8.00978 9.09389
39 C 18.18128 -12.62730 15.58342
40 C 16.46909 -10.83671 13.66782
41 C 16.71641 -14.84941 6.14510
42 C 22.45396 -15.94781 10.42427
43 C 18.82752 -18.23428 10.26964
44 C 21.08792 -17.89965 11.35182
45 C 18.80839 -11.46242 8.45101
46 C 10.58960 -10.02363 14.48160
47 C 17.90418 -10.03890 6.70113
48 C 10.95802 -9.65567 11.97953
49 C 11.99741 -18.23686 7.05252
50 C 22.43434 -16.59912 7.94523
51 C 12.30007 -17.50724 8.33258
52 C 22.49552 -17.34633 11.08235
53 C 14.86378 -9.40852 7.33007
54 C 10.89887 -17.15102 9.07519
55 C 17.55301 -10.11477 12.87733
56 C 12.01718 -15.36516 5.93903
57 C 18.94130 -10.43941 13.33664
58 C 18.14414 -12.75230 14.03490
59 C 14.46086 -20.79314 11.61986
60 C 10.12721 -12.46171 14.56586
61 C 19.21829 -9.67394 14.68020
62 C 11.92485 -13.97708 13.68753
63 C 13.35441 -13.92899 7.58730
64 C 20.28943 -17.93934 10.01031
65 C 17.84111 -10.36506 8.20218
66 C 15.88004 -15.99774 10.47790
67 C 9.49459 -11.07905 14.31686
68 H 12.46507 -8.26441 13.49687
69 H 11.21729 -16.83563 10.09206
70 H 18.78756 -19.21712 10.72245
71 H 10.29761 -8.81092 12.32272
72 H 8.71428 -10.84505 15.08297
73 H 21.10601 -18.85144 11.88004
74 H 20.47499 -19.98588 9.49038
75 H 20.33254 -18.89368 8.09561
76 H 17.17575 -7.55075 8.11129
77 H 13.27981 -9.58993 14.51472
78 H 20.82439 -13.78415 9.37801
79 H 13.70426 -20.34462 12.20720
80 H 19.85673 -10.56691 11.36836
81 H 17.43089 -10.33953 11.77572
82 H 17.66481 -7.22471 9.71259
83 H 14.07031 -16.56221 6.45382
84 H 20.94342 -9.89130 12.60803
85 H 18.84216 -15.96566 8.58980
86 H 12.51147 -19.17701 9.58238
87 H 13.77640 -11.06946 8.76512
88 H 16.64830 -16.38040 11.18172
89 H 13.52347 -13.90437 8.71570
90 H 18.16980 -18.15955 9.39169
91 H 22.38308 -13.91073 8.57595
92 H 12.01602 -14.45395 5.32444
93 H 13.49885 -9.71019 9.73432
94 H 11.02771 -15.76766 5.91064
95 H 21.78754 -17.18840 7.35875
96 H 13.06180 -12.98618 7.13841
97 H 14.88361 -15.84877 10.97732
98 H 23.22278 -17.22197 8.29855
99 H 13.80969 -9.06878 7.50500
100 H 19.30417 -8.79329 8.56617
101 H 9.30936 -15.72545 8.97344
102 H 19.44090 -14.39279 14.00510
103 H 18.45015 -17.59466 11.06072
104 H 17.37068 -10.75154 6.12345
105 H 16.13514 -12.94413 14.18489
106 H 16.57858 -12.61845 12.46775
107 H 22.90482 -15.79799 7.43461
108 H 10.13222 -9.02801 14.47215
109 H 19.34137 -8.55372 14.53917
110 H 14.10877 -21.07172 10.64549
111 H 18.53041 -9.43072 10.06055
112 H 11.30044 -14.43147 9.25292
113 H 8.99073 -11.13403 13.31781
114 H 11.05137 -10.07314 15.48944
115 H 18.01792 -11.62710 15.82831
116 H 22.13762 -15.20759 11.17161
117 H 18.61921 -12.29328 7.70206
118 H 9.63194 -12.40534 11.77258
119 H 15.92032 -12.53700 8.73123
120 H 19.86371 -11.06192 8.36505
121 H 17.45630 -9.03318 13.00609
122 H 13.54584 -17.91432 10.14750
123 H 17.54405 -13.22971 16.24896
124 H 17.69976 -14.85206 14.07994
125 H 13.54633 -12.06567 12.21590
126 H 23.51371 -15.68717 10.19661
127 H 14.26684 -14.12978 7.07708
128 H 18.69813 -11.85854 9.44432
129 H 16.45351 -15.53790 6.96548
130 H 21.07633 -12.20101 13.22445
131 H 15.40926 -10.56960 13.41738
132 H 20.92280 -14.46792 7.72861
133 H 15.78431 -16.71326 9.62195
134 H 20.05535 -10.10707 15.20612
135 H 16.71883 -10.56055 14.70854
136 H 18.94224 -10.02090 6.47083
137 H 15.41392 -8.54559 6.97907
138 H 10.66609 -12.51267 15.48892
139 H 12.95197 -18.54212 6.62835
140 H 15.15945 -7.76406 9.60221
141 H 9.38092 -13.31670 14.57676
142 H 23.10807 -17.34774 11.98466
143 H 11.21579 -14.70745 14.13123
144 H 11.02227 -13.40983 11.37212
145 H 17.78406 -14.63767 6.12801
146 H 18.43639 -14.30181 12.56319
147 H 13.95787 -18.92847 8.75479
148 H 20.58237 -17.23792 12.01843
149 H 11.44753 -19.16721 7.32698
150 H 21.91114 -19.15766 8.97727
151 H 12.64384 -13.81750 14.43549
152 H 23.08535 -18.05146 10.41922
153 H 18.37788 -9.72421 15.41877
154 H 9.81506 -16.27931 7.35078
155 H 16.17651 -8.80751 10.63298
156 H 14.93585 -10.26227 6.68007
157 H 11.49725 -17.56034 6.35177
158 H 14.82263 -21.65866 12.14583
159 H 19.52357 -8.87659 12.00727
160 H 9.79947 -14.12905 12.31631
161 H 17.49622 -9.06677 6.42112
162 H 10.30524 -18.03017 9.15199
163 H 19.21083 -12.81751 15.93131
164 H 12.30469 -14.44411 12.78516
165 H 10.53027 -14.00734 7.62995
166 H 10.39301 -10.34157 11.43593
167 H 14.52437 -10.99729 10.40924
168 H 16.26791 -13.88581 6.25811
169 H 12.67245 -15.99700 5.33631
170 H 13.57575 -9.47190 12.81012
171 H 11.66236 -9.09058 11.36821

***

The following is a quantum chemistry calculation of a 4-piece molecular cluster, C20H42N2O6 overall, from the Open Molecules 2025 dataset.

Frontier orbital gap (Eh): 0.216
Relative energy (zero: lowest compared OMol25 entry of this formula, charge and spin) (kJ/mol): 75.8
E_LUMO (eV): -0.5

Positions of all 70 atoms, in Å:
1 O -3.97787 -5.34290 -2.52099
2 O -3.93665 -3.97340 -0.70669
3 O -0.33616 -0.52358 1.63681
4 O -2.61203 -0.09122 1.59833
5 O -2.04484 -4.43792 -1.85420
6 O -1.67727 -1.76601 0.43142
7 N -0.93116 3.49198 0.95487
8 N 1.89940 -2.51765 -0.52523
9 C 0.39585 2.99793 1.50312
10 C 2.65653 0.98763 -1.95494
11 C 0.30473 -4.23197 -1.35999
12 C -1.10280 2.81280 -0.38045
13 C 3.06142 -3.23907 -1.15155
14 C 2.18830 -1.01588 -0.53316
15 C -2.49616 3.00837 -0.99161
16 C 2.08307 -0.43026 -1.92301
17 C -0.77715 4.96097 0.69673
18 C 0.52969 -2.73997 -1.17256
19 C 0.67564 3.43717 2.92254
20 C 1.92163 2.69844 3.47573
21 C -2.10395 3.22460 1.87497
22 C -3.47152 3.50583 1.25533
23 C -1.46944 -0.83819 1.24433
24 C -3.29757 -4.64116 -1.76102
25 C -3.60704 2.69860 -0.03288
26 C 1.36987 -4.71331 -2.31662
27 C 1.77553 -3.03675 0.86126
28 C 2.75370 -4.65010 -1.65796
29 H 3.58495 -4.87163 -2.33353
30 H 1.19236 -5.73715 -2.65015
31 H -0.23851 -2.18167 -0.63033
32 H 1.48560 -0.59928 0.19826
33 H 0.01411 5.08076 -0.03400
34 H 1.47227 -4.14206 -3.24524
35 H 3.15522 -0.82225 -0.05691
36 H 1.85231 2.63390 4.56739
37 H 2.79180 3.35982 3.41559
38 H 1.84624 -4.11654 0.79971
39 H 2.10133 1.58335 -1.22648
40 H -2.65905 2.54900 -1.96439
41 H 0.23675 -4.78723 -0.42320
42 H -0.11300 3.22348 3.63404
43 H -2.44635 4.08122 -1.23989
44 H 3.70025 1.02455 -1.62763
45 H -1.93814 3.92625 2.69045
46 H -4.64374 2.75241 -0.36199
47 H 0.85740 -2.73709 1.36791
48 H 1.02019 -0.29772 -2.15233
49 H -3.57636 4.58663 1.11239
50 H -3.20752 -3.35772 -0.53181
51 H 0.31325 1.90823 1.42849
52 H -3.19727 -0.77319 1.21068
53 H 2.38977 -1.05349 -2.76159
54 H -0.71132 -4.39659 -1.74154
55 H -1.93122 2.17782 2.13396
56 H 1.16174 3.32712 0.80277
57 H -0.75633 5.50451 1.63478
58 H -3.50764 1.66214 0.31184
59 H 3.87774 -3.12559 -0.43751
60 H 0.58066 -2.37627 -2.19684
61 H 1.03692 4.46376 2.89818
62 H 2.54940 -2.66288 1.53547
63 H 2.62792 1.42775 -2.94859
64 H -4.19374 3.26545 2.03517
65 H -0.93656 1.74022 -0.24934
66 H 2.87902 -5.39642 -0.86718
67 H 2.20750 1.69512 3.16800
68 H 3.39982 -2.67488 -2.02144
69 H -1.69485 5.29643 0.21337
70 H -0.35669 3.20474 -1.06914